Here is one molecule with the formula CH2OS from OMol25. Energies are from the ωB97M-V functional and the def2-TZVPD basis.

Summary:
- energy above the lowest of the compared OMol25 structures with the same formula, charge and spin (kcal/mol) = 16.2
- LUMO (eV) = 0.192
- SMILES = OC=S
- gap between HOMO and LUMO (eV) = 9.703
- max |F| (eV/Å) = 4.5
- highest occupied orbital energy (hartree) = -0.350

Geometry (Å):
O1 0.4088 0.5805 -1.4127
C1 -0.2534 -0.1963 -0.5997
S1 -0.1156 -0.2171 1.0372
H1 0.8657 1.0887 -0.5423
H2 -0.7657 -1.0815 -1.1536

How positive or negative is each atom? The Löwdin charges in e answer that: O -0.063; C -0.832; S 0.638; H 0.154; H 0.103

=====

Here is one molecule with the formula CH2OS2 from OMol25. Energies are from the ωB97M-V functional and the def2-TZVPD basis.

Summary:
- energy above the lowest of the compared OMol25 structures with the same formula, charge and spin (kcal/mol) = 5.0
- LUMO (eV) = 0.152
- SMILES = OC(=S)S
- gap between HOMO and LUMO (eV) = 9.269
- max |F| (eV/Å) = 1.7
- highest occupied orbital energy (hartree) = -0.335

Geometry (Å):
O1 -1.2226 0.2067 -0.6666
C1 -0.0625 0.1000 -0.0044
S1 0.4523 1.1776 1.1527
S2 0.7704 -1.3335 -0.4759
H1 -1.7389 0.9601 -0.3131
H2 1.8013 -1.1109 0.3073

How positive or negative is each atom? The Löwdin charges in e answer that: O -0.093; C -1.309; S 0.596; S 0.823; H 0.111; H -0.129

=====

Here is a 2-piece molecular cluster, CH2OS2 overall from OMol25. Energies are from the ωB97M-V functional and the def2-TZVPD basis.

Summary:
- energy above the lowest of the compared OMol25 structures with the same formula, charge and spin (kcal/mol) = 83.2
- LUMO (eV) = -1.138
- gap between HOMO and LUMO (eV) = 7.692
- max |F| (eV/Å) = 7.7
- highest occupied orbital energy (hartree) = -0.325

Geometry (Å):
C1 0.4523 -0.3840 -0.0541
H1 -0.1847 1.5201 0.6644
H2 -1.7948 0.0843 -0.0391
O1 0.7521 0.9742 -0.2889
S1 -1.2048 -1.0588 -0.1624
S2 1.9799 -1.1357 -0.1199

How positive or negative is each atom? The Löwdin charges in e answer that: C -1.246; H 0.302; H -0.176; O -0.275; S 0.783; S 0.611

=====

Repeat the second record exactly.
Here is one molecule with the formula CH2OS2 from OMol25. Energies are from the ωB97M-V functional and the def2-TZVPD basis.

Summary:
- energy above the lowest of the compared OMol25 structures with the same formula, charge and spin (kcal/mol) = 5.0
- LUMO (eV) = 0.152
- SMILES = OC(=S)S
- gap between HOMO and LUMO (eV) = 9.269
- max |F| (eV/Å) = 1.7
- highest occupied orbital energy (hartree) = -0.335

Geometry (Å):
O1 -1.2226 0.2067 -0.6666
C1 -0.0625 0.1000 -0.0044
S1 0.4523 1.1776 1.1527
S2 0.7704 -1.3335 -0.4759
H1 -1.7389 0.9601 -0.3131
H2 1.8013 -1.1109 0.3073

How positive or negative is each atom? The Löwdin charges in e answer that: O -0.093; C -1.309; S 0.596; S 0.823; H 0.111; H -0.129